[1]
ORCA calculation (ωB97M-V/def2-TZVPD) on a single C30H32ClN3O6S molecule.

```
! RIJCOSX wB97M-V def2-TZVPD def2/J DEFGRID3
* xyz 0 1
O 6.5782 3.8676 6.1396
N 6.5765 2.8280 5.4417
O 7.4792 1.9519 5.4969
C 5.5021 2.5910 4.5205
C 5.4775 1.3524 3.8527
C 4.3707 1.0162 3.0906
C 3.3301 1.9468 2.8662
S 1.8731 1.3412 1.9918
C 2.1293 1.6649 0.2512
Cl 3.6986 1.0940 -0.2676
O 1.7413 -0.0798 2.2407
O 0.7495 2.2566 2.1660
C 3.3015 3.1207 3.6557
C 4.4095 3.4771 4.4105
H 6.3121 0.6608 3.9721
H 4.3302 -0.0229 2.7439
H 2.2756 2.7644 0.3356
H 2.3980 3.7203 3.7600
H 4.4603 4.4200 4.9537
C 2.9756 3.6501 -6.4924
O 2.8724 4.2378 -5.1746
C 2.3856 3.4667 -4.1699
C 2.1608 4.1291 -2.9402
C 1.6787 3.4342 -1.8652
C 1.3464 2.0666 -1.9699
C 0.7623 1.3294 -0.7601
C -0.1376 0.1977 -1.1667
C -1.0457 -0.3998 -0.3312
N -2.0447 -1.2815 -0.6654
C -3.1016 -1.6887 0.2534
C -2.5267 -2.2016 1.5725
C -3.5226 -2.7864 2.5513
C -3.2659 -4.0125 3.1913
C -4.2251 -4.5767 4.0456
C -5.4357 -3.9165 4.2841
C -5.6475 -2.6571 3.7122
C -4.6979 -2.0967 2.8522
C -3.8176 -2.8187 -0.5153
O -4.7037 -3.5726 -0.1062
N -3.2435 -2.8763 -1.7527
C -3.7617 -3.7414 -2.7888
C -2.1882 -1.9162 -2.0093
C -2.6684 -0.8957 -3.0483
C -0.9039 -2.6555 -2.4320
C 1.6317 1.3995 -3.1666
C 2.0783 2.0981 -4.2864
H 3.3444 4.5036 -7.0705
H 3.6919 2.8167 -6.5272
H 1.9966 3.3013 -6.8506
H 2.4345 5.1755 -2.8319
H 1.5246 3.9843 -0.9280
H 0.0619 1.9557 -0.0971
H -0.1486 -0.1331 -2.2076
H -1.0706 -0.0580 0.7068
H -3.8350 -0.8903 0.4331
H -1.7863 -2.9787 1.3111
H -1.9979 -1.3724 2.0627
H -2.3224 -4.5348 2.9947
H -4.0291 -5.5413 4.5219
H -6.1908 -4.3665 4.9258
H -6.5593 -2.1070 3.9245
H -4.8628 -1.1234 2.3831
H -4.5958 -4.3062 -2.3642
H -4.0907 -3.1316 -3.6403
H -2.9844 -4.4273 -3.1421
H -3.7302 -0.6763 -2.8552
H -2.0816 0.0250 -2.9969
H -2.5659 -1.3443 -4.0429
H -0.7590 -3.5385 -1.7850
H -1.0754 -3.0226 -3.4514
H -0.0218 -2.0050 -2.4173
H 1.4467 0.3213 -3.2683
H 2.2596 1.5874 -5.2306
*
```

Computed properties:
E_LUMO ... -1.548 eV
Highest occupied orbital energy ... -0.2920 Eh
SMILES string ... COc1ccc([C@@H](/C=C/N2[C@H](Cc3ccccc3)C(=O)N(C)C2(C)C)[C@H](Cl)S(=O)(=O)c2ccc([N+](=O)[O-])cc2)cc1
Relative energy (zero: lowest compared OMol25 entry of this formula, charge and spin) ... 0.0000 eV
Total energy ... -71736.718 eV
HOMO-LUMO gap ... 6.4 eV

[2]
ORCA calculation (ωB97M-V/def2-TZVPD) on a molecular structure, C39H44CdN4O8S.

```
! RIJCOSX wB97M-V def2-TZVPD def2/J DEFGRID3
* xyz 0 1
Cd 2.0770 -0.8796 -0.0012
C 2.2037 5.1281 4.2785
C 1.8559 3.8489 3.5727
C 0.5782 3.4382 3.3751
C 0.3064 2.1771 2.7647
C -0.9316 1.5580 2.6819
N -2.1353 2.1245 2.6334
C -2.4152 3.4530 2.0827
C -1.6896 3.7046 0.7569
C -1.9964 2.6586 -0.3281
N -0.8196 2.2621 -1.0796
C -0.7111 2.3660 -2.3843
C 0.3355 1.8536 -3.1547
C 0.3062 2.0300 -4.5647
C 1.2445 1.4673 -5.3725
C 1.2554 1.6452 -6.8644
C 2.2294 0.6564 -4.7487
C 2.3211 0.4293 -3.4010
C 3.3862 -0.4779 -2.9511
N 3.5410 -0.9135 -1.7768
C 4.6336 -1.8139 -1.4483
C 5.3445 -1.3785 -0.1466
C 5.2332 0.1064 0.2002
N 3.9469 0.4586 0.8007
C 3.9382 1.2434 1.7910
C 2.7383 1.8515 2.3959
C 2.9131 3.0194 3.0764
C 1.3767 1.3615 2.2127
O 1.0589 0.3466 1.5753
C 1.3898 1.1019 -2.5138
O 1.4527 1.0626 -1.2593
H 1.3064 5.6535 4.6033
H 2.7697 5.7973 3.6273
H 2.8187 4.9380 5.1603
H -0.2385 4.0362 3.7625
H -0.9212 0.4729 2.6056
H -2.9111 1.4821 2.6448
H -2.1601 4.2353 2.7966
H -3.4957 3.4972 1.9418
H -0.6136 3.7225 0.9279
H -1.9681 4.7022 0.4138
H -2.7324 3.0382 -1.0386
H -2.4211 1.7578 0.1233
H -0.0472 1.7298 -0.6460
H -1.5253 2.8797 -2.8915
H -0.4935 2.6266 -4.9941
H 0.4674 2.3272 -7.1822
H 1.1040 0.6947 -7.3795
H 2.2085 2.0524 -7.2071
H 2.9545 0.1633 -5.3908
H 4.0737 -0.8004 -3.7441
H 5.3381 -1.8718 -2.2873
H 4.2005 -2.8050 -1.2836
H 6.4048 -1.6167 -0.2464
H 4.9439 -1.9670 0.6798
H 5.3229 0.7091 -0.7098
H 6.0492 0.4006 0.8713
H 4.8844 1.6218 2.2025
H 3.9306 3.3729 3.2235
O 3.2934 -4.6486 0.5845
C 2.4678 -3.8035 0.9059
O 2.7599 -2.5711 1.1729
C 1.0123 -4.2505 1.1517
C 0.5955 -3.9439 2.6025
C -0.7219 -4.6772 2.9312
C -1.7668 -3.7606 2.2438
C -0.8335 -2.7589 1.5535
O 0.1837 -2.5733 2.5398
C -0.1145 -3.4780 0.3967
C 0.3878 -2.5820 -0.7308
O 1.3177 -3.0024 -1.4355
O -0.1377 -1.4149 -0.8559
H 0.9929 -5.3184 0.9441
H 1.3855 -4.0691 3.3394
H -0.8800 -4.7294 4.0083
H -0.7235 -5.6934 2.5368
H -2.3900 -3.2539 2.9827
H -2.4143 -4.2844 1.5402
H -1.2601 -1.8005 1.2748
H -0.8106 -4.1669 -0.0875
C -2.9171 -0.8661 -2.3515
S -3.0354 -1.8545 -0.8569
O -2.9897 -3.2727 -1.2972
C -4.7601 -1.5184 -0.4685
C -5.6929 -2.5305 -0.6060
C -7.0053 -2.3039 -0.2093
C -7.3746 -1.0792 0.3253
C -6.4293 -0.0699 0.4710
C -5.1187 -0.2945 0.0837
H -3.6025 -1.2762 -3.0921
H -1.8783 -0.9501 -2.6687
H -3.1616 0.1724 -2.1226
H -5.3704 -3.4806 -1.0131
H -7.7402 -3.0918 -0.3119
H -8.3970 -0.9103 0.6367
H -6.7179 0.8845 0.8935
H -4.3694 0.4831 0.2024
*
```

Computed properties:
E_LUMO ... -1.088 eV
Highest occupied orbital energy ... -0.2736 Eh
Relative energy (zero: lowest compared OMol25 entry of this formula, charge and spin) ... 0.0136 eV
Total energy ... -78896.933 eV
HOMO-LUMO gap ... 6.4 eV

[3]
ORCA calculation (ωB97M-V/def2-TZVPD) on a molecular structure, C2HNO2S.

```
! RIJCOSX wB97M-V def2-TZVPD def2/J DEFGRID3
* xyz 0 1
C -1.6494 0.2709 0.2115
C -0.8728 1.1788 -0.4676
N -2.4717 -0.4595 0.6349
O 0.2711 1.1863 -0.7379
O 0.9559 -1.7492 -0.1081
S 1.6584 -0.4961 -0.3822
H 2.1086 0.0688 0.8495
*
```

Computed properties:
E_LUMO (alpha / beta) ... -1.911 / -1.912 eV
Highest occupied orbital energy (alpha / beta) ... -0.3073 / -0.3073 Eh
Relative energy (zero: lowest compared OMol25 entry of this formula, charge and spin) ... 5.8594 eV
Total energy ... -18504.959 eV
HOMO-LUMO gap (alpha / beta) ... 6.5 / 6.4 eV

[4]
ORCA calculation (ωB97M-V/def2-TZVPD) on a molecular structure, C46H66N11O6P.

```
! RIJCOSX wB97M-V def2-TZVPD def2/J DEFGRID3
* xyz -2 1
C -1.4083 -2.7701 5.0625
O -0.0956 -2.8542 4.9761
C 0.4365 -3.2154 3.6747
C 0.6877 -2.1600 2.6726
N 0.9151 -2.5909 1.3295
H -0.0102 -3.0056 0.8766
H 1.1445 -1.9018 0.7109
C 1.8285 -3.7785 0.9887
C 1.7714 -4.0732 -0.5166
O 2.5971 -5.0967 -0.7612
C 2.8143 -5.2364 -2.2205
H -1.7625 -2.3452 6.0051
H -1.8676 -3.8465 4.8962
H -1.8299 -2.0234 4.3467
H -0.3577 -3.9138 3.2832
H 1.4298 -3.6986 3.9751
H 1.4069 -1.3296 2.8881
H -0.2928 -1.5099 2.5873
H 1.4619 -4.6063 1.4269
H 2.8316 -3.5901 1.3884
H 1.9711 -3.1573 -1.0442
H 0.8059 -4.4632 -0.9300
H 3.6093 -6.0174 -2.2336
H 3.2654 -4.3685 -2.5354
H 1.9161 -5.6820 -2.7951
P 0.0740 0.3226 -0.2223
O -0.2100 0.7451 1.1911
O 0.4607 1.4997 -1.1836
O -1.0648 -0.5815 -0.6338
O 1.2043 -0.6094 -0.1062
N 2.1603 1.1882 2.6434
C 2.3262 2.2870 3.4351
C 3.6153 2.6070 3.4806
C 4.4123 1.4043 2.7828
C 3.3933 0.6537 2.2042
H 1.2057 0.8550 2.2332
H 1.5279 2.7816 3.7405
H 4.1417 3.2324 4.0130
H 5.4447 1.3931 2.8803
H 3.3643 -0.2621 1.6261
N -1.3871 2.9212 -1.9737
C -1.9677 3.8853 -1.3031
C -3.2209 4.1398 -1.8629
C -3.2818 3.0330 -3.0623
C -2.1815 2.3480 -2.9782
H -0.6524 2.4204 -1.5692
H -1.4366 4.1978 -0.2175
H -4.0588 4.7902 -1.5553
H -4.0710 3.0466 -3.8124
H -1.9155 1.5127 -3.5501
N 2.2830 3.1332 -1.0505
C 2.1939 4.4357 -1.6426
C 3.3496 5.0180 -1.2126
C 4.1742 3.9083 -0.4207
C 3.4251 2.8761 -0.2930
H 1.4743 2.2291 -1.2163
H 1.1512 4.7388 -1.9656
H 3.9133 6.1348 -1.2727
H 5.1681 4.0633 -0.0524
H 3.4607 1.8918 0.0354
N 0.8968 1.2840 -3.5994
C 1.0002 2.4799 -4.4244
C 1.1927 2.0314 -5.6854
C 1.1825 0.4483 -5.6531
C 1.1533 0.1932 -4.3340
H 0.8313 1.3668 -2.4760
H 1.0752 3.5785 -4.1775
H 1.2918 2.4795 -6.3968
H 1.4758 -0.2454 -6.3903
H 1.1741 -0.9524 -3.7966
N -1.8928 -2.7865 0.2776
C -2.3830 -2.9194 1.5753
C -2.5619 -4.2117 1.8031
C -2.0320 -4.9580 0.5354
C -1.6617 -4.0428 -0.3780
H -1.5051 -1.7923 -0.2247
H -2.5931 -1.9015 2.0815
H -2.8454 -4.5829 2.6904
H -1.7571 -5.9391 0.4076
H -1.3678 -4.0849 -1.3182
N -3.5418 -0.0007 -0.3453
C -3.9979 1.2586 0.0188
C -5.3755 1.1521 -0.1533
C -5.7144 -0.3052 -0.5712
C -4.5654 -1.0116 -0.5663
H -2.5706 -0.1784 -0.4629
H -3.2617 2.0598 0.2286
H -6.2089 2.0457 0.1545
H -6.5658 -0.7418 -0.7483
H -4.2196 -1.9003 -0.5777
N -0.6813 3.2462 1.8001
C -1.8280 3.7666 2.3571
C -1.6787 5.1171 2.3128
C -0.2943 5.4255 1.7855
C 0.2647 4.2383 1.5262
H -0.3211 2.3581 1.5134
H -2.6291 3.0853 2.8285
H -2.2548 6.1271 2.8171
H 0.1107 6.3957 1.6980
H 1.1799 3.8720 1.2819
N -1.4648 0.7174 3.3748
C -0.8343 0.7937 4.6163
C -1.8283 0.4948 5.4627
C -3.1035 0.3501 4.6563
C -2.7360 0.5937 3.3389
H -0.8881 0.7942 2.3731
H 0.2525 0.8911 4.8047
H -1.7076 0.4299 6.6235
H -4.0931 0.2512 5.2457
H -3.4006 0.6410 2.4857
N -1.9253 -1.3910 -2.7462
C -2.9980 -1.0279 -3.5052
C -3.1288 -1.9298 -4.5133
C -2.0703 -2.9503 -4.2707
C -1.2757 -2.5809 -3.2945
H -1.4666 -0.8149 -1.9803
H -3.6599 -0.1571 -3.3428
H -3.7870 -2.0832 -5.3345
H -1.9792 -3.9301 -4.9840
H -0.3771 -2.8094 -2.7658
N 3.4535 -0.8174 -1.3217
C 4.4485 -1.7924 -1.2055
C 5.4766 -1.5165 -1.8668
C 4.9476 -0.4127 -2.8419
C 3.8202 0.0605 -2.3546
H 2.4392 -0.7495 -0.9032
H 4.4265 -2.4016 -0.2588
H 6.3635 -2.1842 -1.9517
H 5.6370 0.1028 -3.5443
H 3.1939 0.9672 -2.5710
*
```

Computed properties:
E_LUMO ... 3.847 eV
Highest occupied orbital energy ... -0.1150 Eh
Relative energy (zero: lowest compared OMol25 entry of this formula, charge and spin) ... 3.4451 eV
Total energy ... -86723.983 eV
HOMO-LUMO gap ... 7.0 eV